# 1
The following is a DFT calculation (ωB97M-V/def2-TZVPD) of a molecular structure, C33H66BaNO9 in a non-equilibrium geometry.

```
! wB97M-V def2-TZVPD RIJCOSX def2/J DEFGRID3
* xyz 0 2
Ba 0.122 -0.498 0.096
C -1.988 4.182 -1.572
C -2.425 2.711 -1.228
C -3.959 2.636 -1.613
C -4.246 2.653 -3.051
C -3.538 1.398 -3.642
C -1.991 1.419 -3.477
N -1.673 1.679 -2.041
O -0.267 1.549 -1.648
C -1.342 2.424 -4.451
C -1.552 -0.007 -3.900
C -2.279 2.447 0.294
H -2.646 4.780 -0.943
H -2.117 4.424 -2.627
H -0.939 4.419 -1.395
H -4.393 3.553 -1.214
H -4.516 1.891 -1.045
H -3.953 3.561 -3.579
H -5.314 2.570 -3.256
H -3.838 1.331 -4.688
H -3.915 0.456 -3.242
H -1.524 2.090 -5.473
H -0.254 2.456 -4.390
H -1.805 3.407 -4.367
H -2.041 -0.361 -4.808
H -1.876 -0.735 -3.157
H -0.465 -0.052 -3.968
H -2.588 1.445 0.592
H -2.872 3.097 0.937
H -1.237 2.591 0.580
C 4.510 0.563 -1.552
C 3.102 0.462 -2.033
O 2.287 -0.224 -1.434
C 2.707 1.301 -3.263
H 4.843 1.599 -1.492
H 5.113 -0.002 -2.263
H 4.497 0.037 -0.598
H 3.528 1.965 -3.534
H 1.815 1.917 -3.145
H 2.601 0.707 -4.170
C 0.002 -2.756 -4.063
C -0.121 -3.268 -2.568
O -0.513 -2.533 -1.712
C 0.132 -4.687 -2.214
H 0.255 -3.655 -4.624
H 0.801 -2.015 -4.040
H -0.925 -2.317 -4.433
H -0.532 -5.354 -2.764
H -0.037 -4.893 -1.158
H 1.171 -4.958 -2.404
C -1.555 -2.216 4.522
C -0.733 -2.668 3.302
O -0.799 -2.116 2.194
C 0.123 -3.906 3.583
H -2.340 -1.593 4.093
H -0.913 -1.623 5.173
H -1.922 -3.128 4.993
H 0.549 -4.359 2.687
H -0.502 -4.708 3.977
H 0.890 -3.743 4.340
C -4.623 -1.280 -1.028
C -3.687 -1.042 0.182
O -2.491 -1.201 0.037
C -4.275 -0.532 1.532
H -4.037 -1.639 -1.874
H -5.232 -0.391 -1.192
H -5.302 -2.056 -0.675
H -4.539 0.526 1.538
H -3.590 -0.679 2.367
H -5.161 -1.113 1.788
C 3.780 2.675 1.026
C 2.292 2.827 0.678
O 1.523 1.873 0.922
C 1.845 4.063 -0.109
H 4.110 3.347 1.819
H 4.265 3.086 0.141
H 4.028 1.634 1.230
H 0.770 4.189 -0.234
H 2.257 3.933 -1.110
H 2.311 4.952 0.317
C 0.395 1.998 4.325
C -0.818 1.522 3.541
O -0.597 0.846 2.510
C -2.233 1.760 4.036
H 0.277 3.075 4.445
H 1.290 1.634 3.821
H 0.377 1.497 5.293
H -2.255 1.207 4.976
H -3.006 1.377 3.370
H -2.431 2.806 4.271
C 3.299 -4.275 1.539
C 3.006 -3.434 0.275
O 1.883 -2.829 0.210
C 4.016 -3.251 -0.904
H 2.934 -5.301 1.496
H 2.701 -3.940 2.387
H 4.359 -4.230 1.788
H 3.571 -2.547 -1.608
H 4.171 -4.261 -1.282
H 4.955 -2.818 -0.558
C 2.545 -1.069 4.620
C 2.912 -0.859 3.159
O 2.074 -0.903 2.320
C 4.300 -0.812 2.741
H 2.243 -2.101 4.800
H 1.701 -0.432 4.884
H 3.371 -0.878 5.304
H 4.808 -1.772 2.833
H 4.889 -0.034 3.227
H 4.414 -0.496 1.704
*
```

Summary:
LUMO (spin up / spin down): 0.17 / 0.15 eV
Kohn-Sham gap (spin up / spin down): 2.4 / 5.4 eV
Expectation value of S²: 0.753
F_max: 3.611 eV Å⁻¹

Löwdin atomic charge list, values in e, 5 entries: atom 1 (Ba): 2.0003, atom 2 (C): -0.0234, atom 3 (C): -0.4339, atom 4 (C): -0.1708, atom 5 (C): -0.1879

=====

# 2
The following is a DFT calculation (ωB97M-V/def2-TZVPD) of a molecular structure, C33H66BaNO9 in a non-equilibrium geometry.

```
! wB97M-V def2-TZVPD RIJCOSX def2/J DEFGRID3
* xyz 1 1
Ba -1.473 20.159 23.436
C -5.140 21.464 21.798
C -4.600 21.400 20.374
C -4.732 22.777 19.742
C -3.969 22.889 18.437
C -2.502 22.633 18.749
C -2.316 21.229 19.328
N -3.195 21.036 20.451
O -3.016 19.815 21.105
C -0.875 21.118 19.803
C -2.478 20.198 18.191
C -5.432 20.345 19.630
H -5.243 20.471 22.230
H -6.094 22.007 21.800
H -4.447 22.029 22.418
H -4.366 23.529 20.457
H -5.793 23.040 19.629
H -4.130 23.859 17.961
H -4.338 22.140 17.734
H -2.174 23.361 19.501
H -1.900 22.767 17.847
H -0.748 21.662 20.740
H -0.231 21.631 19.073
H -0.506 20.097 19.881
H -3.448 20.259 17.709
H -2.318 19.188 18.559
H -1.718 20.367 17.417
H -6.506 20.514 19.765
H -5.196 19.368 20.054
H -5.218 20.324 18.564
C 0.655 15.965 21.534
C -0.355 17.056 21.250
O -0.404 18.060 21.925
C -1.277 16.893 20.081
H 1.437 15.926 20.780
H 0.154 14.993 21.526
H 1.049 16.139 22.536
H -1.899 16.004 20.230
H -0.712 16.756 19.155
H -1.929 17.761 19.994
C 0.316 21.585 27.806
C -0.775 21.932 26.839
O -0.694 21.674 25.657
C -2.002 22.573 27.422
H 0.917 20.748 27.475
H -0.107 21.348 28.789
H 0.951 22.455 28.007
H -1.749 23.526 27.898
H -2.419 21.928 28.199
H -2.762 22.744 26.665
C 3.037 20.037 25.649
C 2.362 19.162 24.631
O 1.213 19.329 24.293
C 3.172 18.043 24.029
H 4.028 20.307 25.279
H 3.203 19.513 26.597
H 2.440 20.917 25.863
H 4.195 18.319 23.791
H 2.659 17.691 23.137
H 3.170 17.238 24.773
C -1.396 24.846 24.447
C -2.540 23.967 24.018
O -2.346 22.902 23.495
C -3.937 24.462 24.304
H -0.485 24.253 24.464
H -1.604 25.250 25.440
H -1.284 25.677 23.749
H -4.653 23.887 23.720
H -4.053 25.520 24.073
H -4.145 24.295 25.365
C -5.287 17.479 23.739
C -3.854 17.001 23.762
O -2.961 17.788 23.561
C -3.584 15.565 24.094
H -5.364 18.243 22.965
H -5.519 17.906 24.717
H -5.994 16.673 23.545
H -4.062 15.343 25.054
H -2.516 15.383 24.187
H -4.019 14.894 23.354
C 2.195 23.330 23.556
C 1.486 22.586 22.452
O 0.580 21.824 22.700
C 1.881 22.873 21.034
H 2.034 22.832 24.505
H 1.837 24.362 23.576
H 3.257 23.396 23.304
H 1.108 23.488 20.568
H 1.930 21.950 20.460
H 2.829 23.405 20.982
C -0.144 16.733 25.700
C -0.780 17.850 26.469
O -1.386 18.725 25.896
C -0.631 17.841 27.972
H 0.926 16.697 25.911
H -0.327 16.874 24.635
H -0.587 15.778 25.996
H -1.603 17.962 28.448
H 0.000 18.670 28.294
H -0.166 16.914 28.306
C -4.490 20.148 27.063
C -4.718 20.637 25.663
O -3.867 20.544 24.812
C -6.076 21.212 25.333
H -4.668 20.976 27.758
H -3.474 19.779 27.195
H -5.193 19.353 27.318
H -5.948 22.249 25.021
H -6.762 21.173 26.177
H -6.504 20.642 24.508
*
```

Summary:
LUMO: -1.99 eV
Kohn-Sham gap: 4.9 eV
Energy above the lowest of the compared OMol25 structures with the same formula, charge and spin: 0.00 kJ/mol
F_max: 1.681 eV Å⁻¹

Löwdin atomic charge list, values in e, 5 entries: atom 1 (Ba): 2.0013, atom 2 (C): -0.0534, atom 3 (C): -0.5362, atom 4 (C): -0.1470, atom 5 (C): -0.1754